# 1
Density functional theory data (wB97M-V/def2-TZVPD) for C26H40N3O18V as an isolated structure at a distorted geometry.

Properties
**F_max**: 4.7 eV/A
**Energy**: -3477.19796 hartree
**LUMO**: -2.25 eV
**HOMO energy**: -8.83 eV
**M**: 733.6 g/mol

```
88
Properties=species:S:1:pos:R:3:forces:R:3
O 17.920 10.997 18.235 -0.7313 -0.5581 0.2787
V 16.467 11.588 18.151 -1.0051 2.3495 -2.4311
O 15.469 10.604 17.387 1.7367 0.4673 0.9453
O 16.292 14.381 14.931 0.0795 -0.6890 1.1092
C 16.430 13.550 15.981 2.1750 -1.7827 0.2903
O 17.368 12.691 15.992 0.0065 -0.1037 -0.6005
O 15.728 13.577 16.986 -2.6317 0.7208 1.9703
H 17.088 14.120 14.463 0.1981 0.1715 -1.0666
C 20.066 14.243 14.115 -1.1676 -0.5479 -1.2955
O 20.212 15.557 13.611 0.6090 -1.2105 0.5170
C 20.078 16.535 14.608 0.7131 0.0268 -0.1828
C 19.480 17.645 13.859 -1.7350 1.3653 -1.3435
O 19.004 18.652 14.693 -0.1163 1.6499 1.2826
C 18.397 19.755 14.027 -0.1437 -0.1376 -0.2833
H 20.776 13.865 14.850 0.2079 0.4410 0.0653
H 20.026 13.567 13.261 0.7419 -0.0218 -0.1408
H 19.041 14.110 14.461 -0.0295 0.1595 0.8712
H 21.060 16.834 14.975 0.1112 -0.1978 0.4912
H 19.409 16.228 15.412 0.0155 -0.0941 0.1820
H 18.625 17.233 13.323 -0.2813 -0.2523 -0.2447
H 20.108 18.056 13.069 0.5617 -0.0458 0.0650
H 18.009 20.565 14.645 0.1883 -0.6251 1.0667
H 17.519 19.408 13.483 0.0800 -0.0900 -0.5055
H 19.083 20.321 13.397 0.2927 -0.5139 -0.5352
C 12.841 15.460 14.353 -0.6179 1.7396 -1.2700
O 11.877 15.228 13.630 0.8130 -0.4996 1.0496
N 13.612 16.583 14.171 -1.3671 -0.0309 -0.2443
C 14.778 16.813 14.944 1.0948 0.1040 0.5896
C 13.320 17.597 13.159 0.6418 0.4549 -0.3239
H 13.185 14.919 15.247 -0.2182 -0.4624 -0.2177
H 14.889 16.143 15.796 -0.3121 -0.2980 -0.2822
H 14.833 17.798 15.406 -0.2458 0.3632 -0.3487
H 15.638 16.659 14.293 0.3313 0.2450 0.2311
H 14.239 17.892 12.653 0.3806 -0.6373 -0.3353
H 12.587 17.345 12.393 0.0275 -0.4813 0.4808
H 13.080 18.582 13.558 -0.6658 -0.1759 0.7397
C 17.847 13.953 20.539 0.2992 -1.3569 -3.1018
O 17.047 13.285 19.825 0.8803 0.7591 1.1521
N 19.054 14.414 20.073 -0.7789 -1.5925 0.7996
C 19.899 15.030 21.094 0.1762 0.4064 -0.6865
C 19.583 14.123 18.700 -1.2333 1.0383 -0.5425
H 17.628 14.180 21.594 0.0013 0.0562 -0.3625
H 20.816 14.487 21.323 -0.0232 -0.2144 -0.3156
H 19.340 15.099 22.027 0.0377 0.2758 -0.1597
H 20.152 16.012 20.693 0.2224 0.1784 0.5242
H 19.972 13.154 18.388 0.1309 -0.3157 1.1906
H 18.771 14.258 17.984 -0.4397 -0.0256 0.2187
H 20.274 14.897 18.364 0.2730 0.0399 0.6657
C 19.197 10.442 13.770 -0.4100 0.3718 -0.5140
O 20.005 10.675 12.879 -0.0662 -0.1870 0.5950
N 18.933 9.233 14.315 1.8481 -0.2236 -0.8670
C 17.874 9.011 15.273 -0.5758 -0.0707 0.0232
C 19.935 8.136 14.044 -1.1282 0.1161 0.6058
H 18.545 11.235 14.167 -0.0931 -0.0010 0.1000
H 17.225 8.216 14.907 0.2739 -0.5390 0.3051
H 17.147 9.817 15.372 0.4985 0.6378 -0.3835
H 18.227 8.857 16.293 0.1503 -0.4208 -0.0630
H 20.509 7.956 14.953 -0.1512 -0.1557 0.1741
H 19.371 7.245 13.772 0.0933 -0.1323 0.1367
H 20.675 8.309 13.262 -0.5706 0.7352 -0.0769
C 12.528 12.259 20.736 -0.7409 0.7584 -0.5128
C 11.308 12.791 21.074 0.0060 -2.2817 2.1148
C 10.765 14.061 20.562 -1.6866 2.0771 -2.0543
O 9.618 14.551 20.624 2.5567 -1.9010 0.8680
C 11.725 14.692 19.670 2.0407 0.6355 -0.7522
C 12.939 14.215 19.274 -0.0772 0.1784 -0.6952
C 13.454 12.865 19.689 -1.6056 -1.1672 1.3657
O 14.418 12.269 19.217 -0.4485 0.9223 0.6271
O 13.701 14.889 18.383 -1.1884 -0.0160 0.9843
O 10.458 12.200 21.989 0.4375 1.0772 -1.0785
H 12.734 11.297 21.182 0.4591 -0.1050 -0.1700
H 11.521 15.649 19.212 -0.5961 0.0743 0.1368
H 14.262 14.245 17.944 1.1201 -0.2684 -0.6348
H 10.778 11.389 22.391 0.4506 -0.1441 -0.2168
C 16.916 11.071 11.163 0.1196 1.3913 0.5451
C 16.086 10.994 12.210 0.8597 1.0160 1.7384
C 15.335 9.812 12.603 -3.1225 -3.5079 -0.5078
O 14.568 9.660 13.577 2.1264 1.6673 -0.9768
C 15.344 8.729 11.603 1.8953 0.7747 -0.9295
C 16.185 8.846 10.534 0.2702 -1.9941 -0.8286
C 17.127 10.013 10.216 -0.5980 0.6852 0.0214
O 17.896 10.108 9.263 -1.2608 -1.1234 1.0157
O 16.327 7.801 9.662 -0.7240 0.5717 0.8479
O 16.016 11.962 13.147 0.4434 0.3664 -0.9580
H 17.449 12.004 11.054 0.2402 -0.0201 -0.1633
H 14.781 7.823 11.775 -0.0786 0.0936 -0.0219
H 16.746 8.130 8.863 0.4775 0.1721 -0.2763
H 15.503 11.601 13.874 -0.5278 -0.1147 0.5194
```
Forces are in eV/Å.


# 2
Density functional theory data (wB97M-V/def2-TZVPD) for a 8-piece molecular cluster, C26H40N6O2S2 overall at a distorted geometry.

Properties
**F_max**: 4.5 eV/A
**Energy**: -2289.85264 hartree
**LUMO**: -0.13 eV
**HOMO energy**: -7.73 eV
**M**: 532.8 g/mol

```
76
Properties=species:S:1:pos:R:3:forces:R:3
C -0.123 -0.265 0.595 0.6784 -0.7407 0.6388
S 0.518 -1.584 -0.479 -0.8714 -0.4190 0.0051
O -0.479 -2.730 -0.414 0.9308 1.4341 -0.5497
C 0.421 -0.591 -2.036 -0.4118 0.7463 0.6245
H -1.163 0.007 0.415 0.2658 0.2420 -0.3721
H 0.650 0.504 0.620 -0.4303 0.4679 -0.4403
H -0.057 -0.667 1.606 -0.2305 -0.3236 -0.0080
H -0.596 -0.268 -2.262 -0.3584 -1.0301 -0.4250
H 1.019 -0.993 -2.854 -0.4534 -0.2652 0.1125
H 0.783 0.414 -1.818 0.8639 -0.1533 0.4127
C 4.568 4.826 4.708 0.5495 0.1598 -0.2510
S 3.671 3.842 3.435 -1.5251 0.6407 2.3314
O 2.350 3.570 4.176 1.4295 0.0655 -1.5251
C 3.338 5.253 2.302 0.2635 -0.2790 0.4000
H 5.599 4.965 4.381 0.0173 0.2031 -0.1600
H 4.627 4.363 5.693 -0.3470 -0.6722 -0.3624
H 4.085 5.787 4.885 -0.1398 -0.0016 -0.4063
H 3.225 4.874 1.286 -0.3163 0.0197 0.1647
H 4.144 5.987 2.308 0.1014 -0.1482 0.1126
H 2.439 5.694 2.733 -0.0896 -0.0010 -0.3102
C 0.763 -7.276 1.171 0.7132 -0.8036 -1.1123
C -0.409 -8.131 1.060 -0.9277 -0.4118 1.3918
N -1.354 -8.791 1.067 0.6327 0.3902 -0.3091
H 0.606 -6.298 1.626 -0.1781 -0.1445 -0.4210
H 1.088 -7.303 0.131 0.1685 1.2352 -0.2436
H 1.632 -7.767 1.608 -0.4270 -0.2388 0.6794
N 6.794 3.100 -5.188 0.3736 0.1920 -0.4000
C 7.205 2.544 -6.377 -0.5992 0.4824 -0.2012
C 6.479 1.377 -6.552 3.5242 1.5775 -2.2362
C 5.726 1.211 -5.456 -2.1967 -1.3797 1.7203
C 5.888 2.277 -4.587 -0.4219 -0.4427 -0.3761
H 7.030 4.032 -4.880 0.0289 -0.3331 0.0108
H 7.832 3.073 -7.081 0.1472 -0.0166 0.3008
H 6.722 0.722 -7.376 -0.5590 -0.1788 0.0755
H 5.127 0.313 -5.496 -0.4671 0.1856 1.2170
H 5.402 2.534 -3.657 0.1555 -0.0775 -0.1141
N -2.362 2.746 5.214 -0.6219 -0.1258 1.8527
C -2.898 2.506 6.489 1.2719 -0.0153 -0.4390
C -4.280 2.354 6.364 2.2196 -0.0120 2.6369
C -4.566 2.447 5.058 0.2423 1.5207 -4.1046
C -3.364 2.797 4.346 -2.3811 -1.1147 -0.3804
H -1.405 2.797 4.897 -0.0358 0.0849 0.6786
H -2.168 2.433 7.282 -0.4714 0.0046 0.2818
H -5.002 2.282 7.164 0.2389 -0.2935 0.0372
H -5.584 2.405 4.697 0.2079 0.0894 -0.4678
H -3.096 3.002 3.320 -0.6110 -0.1382 -0.1003
N -3.757 -5.201 -3.159 -0.0303 -0.3085 -1.0253
C -4.411 -6.426 -3.077 0.3383 0.5867 2.2880
C -5.348 -6.509 -4.037 -0.2202 -1.0706 -0.6570
C -5.073 -5.462 -4.878 -1.0442 3.3286 -1.9768
C -4.178 -4.565 -4.345 0.3967 -1.9832 1.0210
H -3.079 -4.871 -2.488 -0.0724 -0.0986 -0.2827
H -4.282 -7.104 -2.246 0.2408 0.3080 0.1527
H -6.168 -7.193 -4.193 0.4429 -0.3486 0.2092
H -5.636 -5.150 -5.745 -0.0729 -0.3922 -0.2270
H -3.755 -3.688 -4.811 0.0526 -0.0030 0.5303
N -2.477 -4.784 8.116 -0.0012 -0.2728 0.1141
C -2.081 -5.186 6.847 0.2188 -2.8503 2.8637
C -2.286 -4.187 6.042 -0.6529 2.2560 -3.2579
C -2.933 -3.132 6.734 0.8490 0.6462 -1.0659
C -2.970 -3.507 8.027 -0.3290 0.1226 0.9851
H -2.534 -5.368 8.938 0.1101 0.1883 -0.2995
H -1.827 -6.216 6.645 0.3258 0.1696 0.1280
H -2.025 -4.165 4.994 -0.1889 -0.0918 -0.0226
H -3.178 -2.208 6.233 -0.1342 0.1285 0.5351
H -3.225 -2.921 8.898 -0.1978 -0.2844 0.0115
N 0.870 4.966 -7.337 1.3297 -1.8424 3.3099
C -0.098 5.743 -7.714 -1.8260 2.0441 -1.9333
C -0.948 6.019 -6.658 -1.0682 1.4966 -1.9388
C -0.462 5.383 -5.536 1.2155 -1.3505 0.7205
C 0.651 4.733 -5.970 2.1428 -1.4157 -0.7566
H 1.631 4.586 -7.882 -0.3023 0.1890 0.1675
H -0.027 6.087 -8.736 -0.7394 0.3043 0.0411
H -1.798 6.673 -6.789 -0.0318 -0.0935 0.2743
H -0.757 5.226 -4.509 -0.5416 0.5433 -0.1876
H 1.337 4.050 -5.491 -0.1626 0.1129 0.3095
```
Forces are in eV/Å.


# 3
Density functional theory data (wB97M-V/def2-TZVPD) for an isolated ion of composition C26H40NO and charge +1 at a distorted geometry.

Properties
**F_max**: 1.2 eV/A
**Energy**: -1144.50510 hartree
**LUMO**: -3.90 eV
**Relative energy (zero: lowest compared OMol25 entry of this formula, charge and spin)**: 0.307 eV
**HOMO energy**: -10.63 eV
**M**: 382.6 g/mol
**Net charge**: +1

```
68
Properties=species:S:1:pos:R:3:forces:R:3
C 4.308 1.300 -2.796 0.1655 0.0862 0.1224
H 4.517 0.368 -3.314 -0.0240 -0.1023 -0.1055
H 4.512 2.118 -3.483 -0.0338 0.0313 -0.1135
C 5.170 1.445 -1.547 -0.2097 -0.1398 -0.0763
H 6.223 1.382 -1.829 0.0829 0.0508 0.0821
H 5.009 2.439 -1.126 0.0737 0.0519 0.0647
C 4.891 0.382 -0.463 0.3155 0.0784 0.0492
C 3.422 0.415 -0.081 -0.0293 0.0081 0.0303
C 2.857 1.593 0.391 -0.0028 -0.1354 -0.0224
C 1.529 1.637 0.760 -0.2327 0.0356 0.0665
C 0.725 0.509 0.681 0.2128 -0.0280 -0.0644
C 1.254 -0.695 0.196 -0.2785 0.0725 0.0726
C 2.595 -0.697 -0.171 0.0497 0.1831 0.0330
H 3.017 -1.613 -0.536 0.0624 -0.1678 -0.0623
C 0.401 -1.951 0.052 -0.3242 -0.0757 -0.0417
C 1.198 -3.165 -0.439 -0.0763 0.2227 0.0956
H 1.599 -2.995 -1.434 0.1046 -0.0133 -0.0932
H 0.535 -4.027 -0.492 -0.0703 -0.0727 -0.0045
H 2.013 -3.411 0.235 0.1424 -0.0765 0.0237
C -0.683 -1.675 -1.003 0.1273 -0.0448 0.1083
H -0.221 -1.513 -1.974 -0.0015 0.0181 -0.1332
H -1.362 -2.521 -1.082 -0.0991 -0.1438 -0.0322
H -1.255 -0.787 -0.751 -0.0912 0.1058 0.0003
C -0.263 -2.319 1.397 0.1270 0.0241 0.0811
C 0.724 -2.464 2.551 -0.2287 -0.0052 -0.0766
H 1.406 -3.291 2.385 0.1209 -0.0822 0.0370
H 1.309 -1.555 2.672 0.0830 0.0676 0.0708
H 0.186 -2.653 3.477 0.0329 -0.0311 0.1105
H -0.992 -1.553 1.660 -0.0632 -0.0469 -0.0270
H -0.805 -3.259 1.267 -0.0554 -0.0336 -0.0754
O -0.616 0.573 1.055 0.2492 -0.1144 -0.2194
C -0.956 1.390 2.162 -0.0266 0.3903 0.3211
H -1.612 0.786 2.803 0.0639 0.0495 -0.0029
C -1.690 2.679 1.771 -0.0352 -0.4189 -0.0256
H -1.111 3.231 1.030 0.1025 0.0886 0.0384
H -1.772 3.297 2.665 0.0404 0.0643 0.0040
C -3.094 2.415 1.226 0.1586 0.0910 -0.0659
H -3.619 1.753 1.918 -0.0582 0.0047 0.0082
H -3.652 3.350 1.179 -0.1083 -0.0532 0.0165
C -3.042 1.763 -0.171 0.8773 0.7614 0.3468
N -4.063 0.746 -0.318 -0.4162 -0.5149 -0.1545
C -3.878 -0.433 0.286 -0.0699 -0.4837 0.1150
C -4.835 -1.423 0.202 -0.0530 0.1285 -0.0619
C -6.000 -1.187 -0.510 0.2715 0.3755 -0.0204
C -6.190 0.049 -1.135 0.3743 -0.1266 0.2664
C -5.182 0.992 -1.007 -0.6088 -0.1528 -0.2505
H -5.271 1.965 -1.468 0.1130 0.0567 0.0264
C -7.427 0.342 -1.907 -0.1880 0.0045 -0.1124
H -8.303 0.228 -1.270 -0.0585 0.0514 0.0138
H -7.417 1.349 -2.313 -0.0522 0.0571 -0.0501
H -7.532 -0.366 -2.728 -0.0131 0.0141 -0.0778
H -6.759 -1.949 -0.588 -0.0838 -0.0973 -0.0048
H -4.665 -2.370 0.689 0.0750 -0.0514 0.0551
H -2.950 -0.573 0.820 0.1053 0.1003 -0.0109
H -2.065 1.285 -0.286 -0.3012 0.0141 -0.1681
H -3.163 2.514 -0.952 -0.0616 -0.1696 -0.0232
H -0.061 1.635 2.741 -0.0632 -0.0785 -0.0325
H 1.119 2.571 1.114 -0.0595 0.0855 0.0357
H 3.443 2.495 0.473 0.1082 0.1020 0.0044
C 5.348 -0.990 -0.965 -0.1402 0.2319 0.0540
H 6.398 -0.939 -1.244 0.1011 0.0000 -0.0236
H 4.785 -1.309 -1.837 -0.0498 -0.1211 -0.1025
H 5.248 -1.740 -0.184 -0.0223 -0.1384 0.0482
C 5.721 0.718 0.787 -0.0851 -0.0650 -0.1688
H 6.782 0.685 0.551 0.1502 0.0126 -0.0172
H 5.522 -0.004 1.577 0.0090 -0.0633 0.1107
H 5.489 1.710 1.166 -0.0159 0.1229 0.0582
H 3.250 1.322 -2.538 -0.1084 0.0052 -0.0498
```
Forces are in eV/Å.